1.
Molecular formula: C4H9NO2
Method: DFT, wB97M-V/def2-TZVPD

Summary:
Highest occupied orbital energy in eV: -9.720
ΔE to the lowest compared entry with this formula, charge and spin in kcal per mole: 47.8
Molar mass in g/mol: 103.12
F_max in hartree/bohr: 0.0125
Calculated total energy in a.u.: -363.009358
Kohn-Sham gap in eV: 10.62
SMILES: CCC=O.NC=O

Each line ends with the Löwdin charge.
Element x y z (Å)
C -2.328 -0.454 -0.079  -0.067
C -0.761 -0.706 -0.060  -0.166
C -0.567 0.437 -0.978  -0.382
O -0.408 1.588 -0.626  0.011
H -2.628 -0.182 0.929  0.082
H -2.861 -1.315 -0.467  0.074
H -2.658 0.403 -0.699  0.085
H -0.319 -0.574 0.936  0.112
H -0.417 -1.673 -0.460  0.123
H -0.747 0.155 -2.033  0.145
N 2.381 0.577 1.266  0.133
C 2.120 0.103 0.017  -0.437
O 2.655 -0.846 -0.521  0.013
H 3.269 0.347 1.683  0.102
H 1.941 1.447 1.528  0.099
H 1.328 0.693 -0.436  0.073

Atomic forces in eV per Å
-0.21 -0.48 0.31
-0.55 0.22 -0.04
0.26 0.48 -0.16
-0.07 -0.14 -0.40
-0.22 -0.26 0.05
-0.15 -0.18 0.28
0.38 -0.47 0.19
-0.32 0.20 -0.33
-0.47 0.43 -0.06
0.11 0.28 -0.12
0.27 0.01 -0.03
0.30 0.01 -0.03
0.02 0.19 0.28
-0.07 -0.11 0.18
0.16 -0.11 -0.03
0.56 -0.08 -0.09

2.
Molecular formula: C3H5NO2
Method: DFT, wB97M-V/def2-TZVPD

Summary:
Highest occupied orbital energy in eV: -9.906
ΔE to the lowest compared entry with this formula, charge and spin in kcal per mole: 9.6
Molar mass in g/mol: 87.08
F_max in hartree/bohr: 0.0097
Calculated total energy in a.u.: -322.559007
Kohn-Sham gap in eV: 10.62
SMILES: NC(=O)CC=O

Each line ends with the Löwdin charge.
Element x y z (Å)
N 1.004 -1.053 -1.138  0.162
C -0.077 -0.779 -0.364  -0.552
O -1.090 -1.458 -0.365  0.048
C 0.058 0.437 0.541  -0.070
C -1.208 1.270 0.523  -0.245
O -1.202 2.477 0.540  0.055
H 1.806 -0.445 -1.178  0.102
H 0.949 -1.833 -1.775  0.113
H 0.915 1.079 0.313  0.118
H 0.180 0.055 1.563  0.139
H -2.149 0.687 0.503  0.129

Atomic forces in eV per Å
0.00 -0.03 -0.08
-0.20 -0.12 0.04
0.41 0.24 -0.03
0.03 0.11 0.04
-0.04 0.30 0.04
0.03 -0.50 -0.02
-0.17 -0.09 0.03
0.00 0.09 0.09
-0.12 -0.12 0.00
-0.04 0.03 -0.10
0.10 0.09 -0.01

Copy entry 1 word for word.
Molecular formula: C4H9NO2
Method: DFT, wB97M-V/def2-TZVPD

Summary:
Highest occupied orbital energy in eV: -9.720
ΔE to the lowest compared entry with this formula, charge and spin in kcal per mole: 47.8
Molar mass in g/mol: 103.12
F_max in hartree/bohr: 0.0125
Calculated total energy in a.u.: -363.009358
Kohn-Sham gap in eV: 10.62
SMILES: CCC=O.NC=O

Each line ends with the Löwdin charge.
Element x y z (Å)
C -2.328 -0.454 -0.079  -0.067
C -0.761 -0.706 -0.060  -0.166
C -0.567 0.437 -0.978  -0.382
O -0.408 1.588 -0.626  0.011
H -2.628 -0.182 0.929  0.082
H -2.861 -1.315 -0.467  0.074
H -2.658 0.403 -0.699  0.085
H -0.319 -0.574 0.936  0.112
H -0.417 -1.673 -0.460  0.123
H -0.747 0.155 -2.033  0.145
N 2.381 0.577 1.266  0.133
C 2.120 0.103 0.017  -0.437
O 2.655 -0.846 -0.521  0.013
H 3.269 0.347 1.683  0.102
H 1.941 1.447 1.528  0.099
H 1.328 0.693 -0.436  0.073

Atomic forces in eV per Å
-0.21 -0.48 0.31
-0.55 0.22 -0.04
0.26 0.48 -0.16
-0.07 -0.14 -0.40
-0.22 -0.26 0.05
-0.15 -0.18 0.28
0.38 -0.47 0.19
-0.32 0.20 -0.33
-0.47 0.43 -0.06
0.11 0.28 -0.12
0.27 0.01 -0.03
0.30 0.01 -0.03
0.02 0.19 0.28
-0.07 -0.11 0.18
0.16 -0.11 -0.03
0.56 -0.08 -0.09

Repeat the first record exactly.
Molecular formula: C4H9NO2
Method: DFT, wB97M-V/def2-TZVPD

Summary:
Highest occupied orbital energy in eV: -9.720
ΔE to the lowest compared entry with this formula, charge and spin in kcal per mole: 47.8
Molar mass in g/mol: 103.12
F_max in hartree/bohr: 0.0125
Calculated total energy in a.u.: -363.009358
Kohn-Sham gap in eV: 10.62
SMILES: CCC=O.NC=O

Each line ends with the Löwdin charge.
Element x y z (Å)
C -2.328 -0.454 -0.079  -0.067
C -0.761 -0.706 -0.060  -0.166
C -0.567 0.437 -0.978  -0.382
O -0.408 1.588 -0.626  0.011
H -2.628 -0.182 0.929  0.082
H -2.861 -1.315 -0.467  0.074
H -2.658 0.403 -0.699  0.085
H -0.319 -0.574 0.936  0.112
H -0.417 -1.673 -0.460  0.123
H -0.747 0.155 -2.033  0.145
N 2.381 0.577 1.266  0.133
C 2.120 0.103 0.017  -0.437
O 2.655 -0.846 -0.521  0.013
H 3.269 0.347 1.683  0.102
H 1.941 1.447 1.528  0.099
H 1.328 0.693 -0.436  0.073

Atomic forces in eV per Å
-0.21 -0.48 0.31
-0.55 0.22 -0.04
0.26 0.48 -0.16
-0.07 -0.14 -0.40
-0.22 -0.26 0.05
-0.15 -0.18 0.28
0.38 -0.47 0.19
-0.32 0.20 -0.33
-0.47 0.43 -0.06
0.11 0.28 -0.12
0.27 0.01 -0.03
0.30 0.01 -0.03
0.02 0.19 0.28
-0.07 -0.11 0.18
0.16 -0.11 -0.03
0.56 -0.08 -0.09

Repeat the first record exactly.
Molecular formula: C4H9NO2
Method: DFT, wB97M-V/def2-TZVPD

Summary:
Highest occupied orbital energy in eV: -9.720
ΔE to the lowest compared entry with this formula, charge and spin in kcal per mole: 47.8
Molar mass in g/mol: 103.12
F_max in hartree/bohr: 0.0125
Calculated total energy in a.u.: -363.009358
Kohn-Sham gap in eV: 10.62
SMILES: CCC=O.NC=O

Each line ends with the Löwdin charge.
Element x y z (Å)
C -2.328 -0.454 -0.079  -0.067
C -0.761 -0.706 -0.060  -0.166
C -0.567 0.437 -0.978  -0.382
O -0.408 1.588 -0.626  0.011
H -2.628 -0.182 0.929  0.082
H -2.861 -1.315 -0.467  0.074
H -2.658 0.403 -0.699  0.085
H -0.319 -0.574 0.936  0.112
H -0.417 -1.673 -0.460  0.123
H -0.747 0.155 -2.033  0.145
N 2.381 0.577 1.266  0.133
C 2.120 0.103 0.017  -0.437
O 2.655 -0.846 -0.521  0.013
H 3.269 0.347 1.683  0.102
H 1.941 1.447 1.528  0.099
H 1.328 0.693 -0.436  0.073

Atomic forces in eV per Å
-0.21 -0.48 0.31
-0.55 0.22 -0.04
0.26 0.48 -0.16
-0.07 -0.14 -0.40
-0.22 -0.26 0.05
-0.15 -0.18 0.28
0.38 -0.47 0.19
-0.32 0.20 -0.33
-0.47 0.43 -0.06
0.11 0.28 -0.12
0.27 0.01 -0.03
0.30 0.01 -0.03
0.02 0.19 0.28
-0.07 -0.11 0.18
0.16 -0.11 -0.03
0.56 -0.08 -0.09